1.
H12O6Zn | ωB97M-V with the def2-TZVPD basis set

Computed properties:
- Highest occupied orbital energy: -20.3617 eV
- Electronic energy: -60884.254 eV
- Net charge: +2
- Lowest unoccupied orbital energy: -7.12 eV

Atoms and positions in Å:
Zn  19.4893  -3.2066  2.4441
O  19.3463  -4.1558  4.3383
H  18.6715  -4.7405  4.7080
H  20.0530  -4.1259  4.9972
O  18.6290  -4.9517  1.5517
H  17.8851  -4.9402  0.9342
H  18.7647  -5.8793  1.7883
O  17.4785  -2.4821  2.7591
H  16.7794  -2.9248  3.2579
H  17.1335  -1.6047  2.5458
O  19.4156  -2.1209  0.6663
H  19.8720  -1.2768  0.5480
H  18.9908  -2.3200  -0.1784
O  20.3728  -1.5142  3.3185
H  21.3176  -1.4132  3.4983
H  19.9293  -0.8681  3.8871
O  21.3549  -4.0170  1.9419
H  22.1915  -3.8209  2.3835
H  21.5687  -4.6635  1.2551

2.
H13NO5 | ωB97M-V with the def2-TZVPD basis set

Computed properties:
- Highest occupied orbital energy (alpha / beta): 0.9254 / -7.1829 eV
- Electronic energy: -11938.449 eV
- Net charge: -1
- Expectation value of S²: 0.75
- Spin multiplicity: 2
- Lowest unoccupied orbital energy (alpha / beta): 3.70 / 3.74 eV

Atoms and positions in Å:
N  2.0393  -0.4122  0.4117
H  1.4183  -0.6582  1.1808
H  2.9698  -0.4043  0.8169
H  2.0003  -1.2368  -0.1888
H  -0.6012  1.7046  1.4851
H  -0.0772  2.4383  0.2084
O  -0.8288  2.3475  0.8071
H  -1.8245  -0.4250  -2.1655
H  -0.3584  -0.0667  -2.0455
O  -0.9510  -0.7607  -2.4109
H  1.3319  0.8159  -0.7316
H  1.6593  1.9561  -1.7854
O  1.0537  1.2346  -1.5927
H  -0.9048  -0.8922  1.8346
H  -1.1051  0.3636  2.6202
O  -0.4903  -0.3796  2.5557
H  -0.9205  -1.3635  -0.5129
H  -0.9421  -2.8287  -0.2346
O  -0.9970  -1.9903  0.2382

3.
H13O7 | ωB97M-V with the def2-TZVPD basis set

Computed properties:
- Highest occupied orbital energy: -6.3408 eV
- Electronic energy: -14545.139 eV
- Net charge: -1
- Lowest unoccupied orbital energy: 3.73 eV

Atoms and positions in Å:
O  -1.0124  1.2038  -2.1484
H  -0.9201  0.2042  -2.0686
O  1.1448  1.7339  1.1577
H  1.2358  0.7455  1.6204
H  0.2685  1.9630  0.8759
O  -1.5975  1.5171  0.7995
H  -1.6701  0.5561  0.7862
H  -1.9796  1.8691  -0.0246
O  -0.5101  -1.4912  -1.3191
H  -0.0550  1.3128  -2.0634
H  -0.1796  -2.4180  -1.3544
O  -1.1837  -1.1116  1.2339
H  -0.6254  -1.2124  0.0363
H  -1.1324  -2.0471  1.3693
O  1.9243  0.0471  -1.2500
H  1.4938  0.6784  -0.6821
H  1.2817  -0.5898  -1.4610
O  1.4475  -1.0544  1.8541
H  1.6854  -0.8417  0.9375
H  0.3841  -1.0649  1.7009

4.
H14NO5 | ωB97M-V with the def2-TZVPD basis set

Computed properties:
- Highest occupied orbital energy: -13.4271 eV
- Electronic energy: -11949.003 eV
- Net charge: +1
- Lowest unoccupied orbital energy: -3.16 eV

Atoms and positions in Å:
N  -0.6546  0.2738  -1.5273
H  -1.1867  0.5057  -2.3752
H  -1.2177  0.5016  -0.7103
H  -0.6039  -0.7502  -1.5509
H  0.1965  0.8182  -1.6901
H  1.2449  -2.0509  2.0268
H  1.9120  -3.1588  1.2908
O  1.2953  -2.4357  1.1534
H  -3.2083  -0.7562  -3.0853
H  -4.1526  0.1811  -2.3672
O  -3.4330  -0.4358  -2.2174
H  2.7959  0.7576  -1.3644
H  2.3574  -0.5542  -0.7374
O  2.0928  0.1257  -1.3482
H  -2.0586  -2.5766  -0.1565
H  -0.8370  -2.1723  0.7687
O  -1.5994  -1.8674  0.2788
H  1.9065  4.9624  4.0679
H  2.4967  4.2414  5.2315
O  2.6538  4.3905  4.3121

5.
H14NO5 | ωB97M-V with the def2-TZVPD basis set

Computed properties:
- Highest occupied orbital energy: -15.0817 eV
- Electronic energy: -11945.988 eV
- Net charge: +1
- Lowest unoccupied orbital energy: -3.22 eV

Atoms and positions in Å:
N  -23.1423  -13.7994  20.0755
H  -22.7940  -14.6464  20.3385
H  -23.2003  -13.7460  19.0484
H  -22.5200  -13.1873  20.1388
H  -23.9814  -13.7386  20.4614
O  -22.1757  -13.4654  22.9812
H  -22.0904  -14.2380  23.7150
H  -21.1839  -13.3192  23.0543
O  -21.3823  -16.5621  21.7334
H  -20.8133  -17.1278  22.3548
H  -21.2302  -17.2691  21.0618
O  -20.6369  -14.2819  18.3119
H  -20.4253  -14.9892  17.7055
H  -20.1605  -14.6216  19.0825
O  -25.8803  -14.3855  18.3785
H  -26.7866  -15.0278  18.6849
H  -26.0251  -13.5277  18.5438
O  -23.5533  -10.6780  19.1270
H  -24.3690  -10.4371  19.7175
H  -22.9092  -10.4523  19.8622

6.
H14O7 | ωB97M-V with the def2-TZVPD basis set

Computed properties:
- Highest occupied orbital energy: -11.0742 eV
- Electronic energy: -14559.464 eV
- Net charge: 0
- SMILES: O.O.O.O.O.O.O
- Lowest unoccupied orbital energy: 0.17 eV

Atoms and positions in Å:
O  0.6942  0.0106  0.6128
H  -0.2563  -0.0317  0.7180
H  0.8228  0.4104  -0.2473
O  -3.0236  -1.3097  3.6820
H  -3.2835  -0.4211  3.9251
H  -3.8015  -1.8416  3.8497
O  -2.8077  0.2934  -0.0049
H  -3.6303  0.3196  -0.4938
H  -2.9436  -0.3843  0.6572
O  0.7403  2.1886  3.5131
H  0.9049  2.9304  2.9310
H  0.6089  1.4457  2.9239
O  4.1619  -1.4329  0.5713
H  4.4539  -1.7836  -0.2701
H  3.2382  -1.2218  0.4358
O  0.3457  -2.1543  -3.9253
H  0.3081  -1.2995  -3.4962
H  -0.2913  -2.0938  -4.6372
O  1.3031  1.7783  -3.4094
H  1.8882  2.5354  -3.3834
H  0.5676  2.0620  -3.9523

7.
H14O7 | ωB97M-V with the def2-TZVPD basis set

Computed properties:
- Highest occupied orbital energy: -11.4288 eV
- Electronic energy: -14559.315 eV
- Net charge: 0
- SMILES: O.O.O.O.O.O.O
- Lowest unoccupied orbital energy: 0.09 eV

Atoms and positions in Å:
O  0.9059  -2.8263  5.7384
H  0.0636  -3.2522  5.8980
H  0.6839  -1.9102  5.5721
O  -1.7764  3.9254  -0.0984
H  -1.8753  4.2191  0.8073
H  -1.4504  3.0284  -0.0255
O  -1.1717  -0.6206  -5.0426
H  -2.0094  -0.8083  -4.6193
H  -0.7620  0.0385  -4.4823
O  0.7095  3.2106  -3.5339
H  0.4013  2.8074  -2.7223
H  0.8224  4.1355  -3.3147
O  -0.3680  0.6779  3.8699
H  -1.2954  0.4434  3.9031
H  -0.2966  1.4537  4.4261
O  2.3254  -4.1416  -1.8691
H  2.6307  -3.5968  -2.5945
H  1.8062  -4.8286  -2.2869
O  0.0456  -0.3499  -0.0525
H  0.2579  -0.4404  0.8765
H  0.3529  -1.1649  -0.4493

8.
H14O7 | ωB97M-V with the def2-TZVPD basis set

Computed properties:
- Highest occupied orbital energy: -10.9886 eV
- Electronic energy: -14559.997 eV
- Net charge: 0
- SMILES: O.O.O.O.O.O.O
- Lowest unoccupied orbital energy: -0.06 eV

Atoms and positions in Å:
O  -0.3061  -1.8060  1.4748
H  0.0888  -0.8720  1.5884
H  0.1416  -2.1591  0.6891
O  -1.8936  0.0310  0.5997
H  -1.6638  -0.9315  0.7544
H  -1.1694  0.5059  1.0413
O  1.8056  0.2665  -0.4777
H  1.8188  -0.7903  -0.4361
H  0.9819  0.6265  -0.8555
O  -0.9918  0.2668  -1.8779
H  -0.7838  1.2201  -1.7021
H  -1.5082  0.1258  -1.0031
O  -0.0596  2.4739  -0.4675
H  0.8395  2.8642  -0.3801
H  -0.5470  2.6689  0.3576
O  0.5784  -2.2841  -1.1288
H  0.0909  -1.5314  -1.5941
H  -0.1157  -2.9497  -1.2333
O  0.8379  0.8843  1.8393
H  1.2783  0.7609  0.9764
H  0.7810  1.8034  2.1021

9.
H14O7 | ωB97M-V with the def2-TZVPD basis set

Computed properties:
- Highest occupied orbital energy: -10.6281 eV
- Electronic energy: -14559.958 eV
- Net charge: 0
- SMILES: O.O.O.O.O.O.O
- Lowest unoccupied orbital energy: -0.02 eV

Atoms and positions in Å:
O  -0.2841  1.1669  -0.1120
H  0.4211  1.0815  -0.7758
H  -0.3098  0.3048  0.3294
O  -2.4399  -1.6006  -0.1376
H  -2.4625  -0.7113  -0.5241
H  -2.4563  -2.1943  -0.8964
O  -2.3728  2.4671  1.1811
H  -1.5305  2.0557  0.9068
H  -2.7390  2.8296  0.3696
O  2.1036  -1.7946  -2.6653
H  2.9699  -2.2136  -2.6530
H  2.2348  -0.9129  -2.2491
O  -1.0078  -0.6290  2.0247
H  -1.0263  -1.4241  2.5685
H  -1.5703  -0.8444  1.2522
O  1.6225  -0.1821  2.6342
H  1.7285  -0.7621  1.8761
H  0.6674  0.0322  2.6411
O  1.9813  0.7719  -1.8162
H  2.6070  1.3069  -1.3063
H  1.8632  1.2524  -2.6480

10.
H14O7 | ωB97M-V with the def2-TZVPD basis set

Computed properties:
- Highest occupied orbital energy: -10.0136 eV
- Electronic energy: -14559.308 eV
- Net charge: 0
- SMILES: O.O.O.O.O.O.O
- Lowest unoccupied orbital energy: 0.01 eV

Atoms and positions in Å:
O  -0.0243  0.3028  -0.3794
H  0.0081  0.5095  0.5631
H  0.8375  -0.0885  -0.5679
O  2.4364  -0.0924  1.0369
H  2.6872  -0.6655  0.3061
H  3.2579  0.0610  1.5157
O  -2.7132  1.8073  0.5504
H  -3.4745  1.7009  1.1301
H  -1.9817  1.4176  1.0373
O  -1.8401  -1.8760  -0.2191
H  -1.3253  -1.0473  -0.2299
H  -2.2535  -1.8957  0.6378
O  -0.4564  2.2009  -2.1968
H  -1.3043  2.3944  -1.7848
H  -0.0795  1.4755  -1.6483
O  2.4224  -0.3819  -2.3380
H  2.8180  0.2883  -2.9067
H  3.1650  -0.7510  -1.8496
O  -0.5434  -1.4841  2.2778
H  -0.1913  -2.1072  2.9222
H  -1.4448  -1.7685  2.1433

11.
H14O7Xe | ωB97M-V with the def2-TZVPD basis set

Computed properties:
- Highest occupied orbital energy: -10.4512 eV
- Electronic energy: -23522.023 eV
- Net charge: 0
- Lowest unoccupied orbital energy: -0.32 eV

Atoms and positions in Å:
Xe  0.7851  0.5530  -0.9419
O  -1.7257  0.6945  1.7020
H  -0.8466  0.3392  1.8330
H  -1.8936  1.2153  2.4874
O  -0.4598  3.9210  0.1278
H  -1.2647  3.4191  -0.0004
H  -0.0936  3.5827  0.9450
O  -2.7048  2.5277  -0.0958
H  -2.4100  1.8810  0.5453
H  -2.7773  2.0378  -0.9150
O  -0.1638  -0.2455  -4.1953
H  -0.8722  -0.7752  -3.8295
H  0.4908  -0.8834  -4.4794
O  0.5205  -0.8610  2.5171
H  0.3093  -0.5036  3.3797
H  1.4768  -0.8468  2.4791
O  0.6670  -2.9735  0.4937
H  1.3254  -3.6211  0.7455
H  0.7050  -2.3117  1.1842
O  3.2395  -2.6702  -1.2894
H  2.4411  -2.5344  -0.7791
H  3.2515  -1.9449  -1.9139

12.
H14S7 | ωB97M-V with the def2-TZVPD basis set

Computed properties:
- Highest occupied orbital energy: -9.6979 eV
- Electronic energy: -76071.675 eV
- Net charge: 0
- SMILES: S.S.S.S.S.S.S
- Lowest unoccupied orbital energy: 0.12 eV

Atoms and positions in Å:
S  -0.4183  -5.1285  0.8419
H  -1.5228  -5.4341  0.3252
H  -0.8453  -4.8801  2.1203
S  -4.0883  2.0591  1.3354
H  -5.1593  1.6164  2.0884
H  -3.3503  0.9912  1.3784
S  0.2258  5.4833  1.7732
H  -1.0538  4.9753  1.7128
H  0.1548  5.2137  3.1325
S  2.6682  2.1884  -1.3441
H  1.4897  2.7357  -1.1403
H  3.2999  2.9688  -0.3227
S  -4.3545  0.7688  -4.6849
H  -5.3487  1.3471  -3.8510
H  -3.5352  0.8146  -3.5768
S  4.6499  0.2445  3.5871
H  3.6888  0.0218  2.7420
H  5.5947  -0.4677  2.9953
S  3.0316  -5.5227  -3.1720
H  2.0244  -5.0944  -4.0663
H  2.8486  -4.9011  -1.8746

The evaluated energy above the lowest of the compared OMol25 structures with the same formula, charge and spin for the records listed, in turn: 1.1, 1.7, 27.3, 32.7, 102.2, 46.1, 49.5, 33.8, 34.7, 49.7, 12.7, 28.4 kcal/mol.